Record 1
Entry from the Open Molecules 2025 dataset: a 2-piece molecular cluster, C28H28ClN4 overall at a distorted geometry (ωB97M-V/def2-TZVPD).

XYZ file:
```
61
Properties=species:S:1:pos:R:3:mulliken_charge:R:1
Cl -3.88195 -2.30410 -2.48715 -0.149
C -3.00877 -1.31250 -1.40050 0.437
C -2.62542 -1.81600 -0.14996 -1.067
C -2.02400 -0.97338 0.77975 0.016
C -1.81148 0.40052 0.50043 1.461
C -1.48538 1.32141 1.56755 0.484
C -1.94730 2.74394 1.49060 0.080
C -1.89308 3.27558 2.96732 -0.830
C -1.49437 2.06289 3.75305 -0.661
C -1.32139 0.96664 2.93973 -0.776
C -2.08551 0.85151 -0.82042 -0.225
C -2.69526 0.01080 -1.74945 -1.032
H -2.84292 -2.84841 0.10301 0.430
H -1.73930 -1.37470 1.75233 0.320
H -1.34058 3.34525 0.80238 -0.756
H -2.98140 2.80410 1.11145 0.606
H -1.17774 4.10569 3.06668 0.389
H -2.88452 3.66484 3.24938 0.407
H -1.36834 2.07548 4.83285 0.482
H -1.09904 -0.04108 3.28921 0.429
H -1.81218 1.86955 -1.10944 0.431
H -2.97157 0.37717 -2.73359 0.435
N 2.62441 1.56534 -2.05342 -0.851
N 3.04499 1.91676 -1.04327 0.572
N 3.66617 2.17823 0.00311 -0.300
C 2.95461 3.03591 0.95726 3.233
C 4.00114 3.81156 1.76070 -1.232
C 3.58182 4.81609 2.63881 -0.040
C 4.53145 5.53752 3.37068 -0.962
C 5.89074 5.23781 3.23539 -0.456
C 6.30126 4.22246 2.36340 -0.966
C 5.34887 3.51071 1.62320 -0.387
C 2.09441 4.01032 0.18801 -0.287
C 2.66986 4.59831 -0.93713 -0.116
C 1.88244 5.39785 -1.77039 -0.805
C 0.54045 5.63052 -1.43726 -0.862
C 0.01669 5.15068 -0.23062 -1.042
C 0.83237 4.39293 0.63089 -0.019
C 2.20233 2.08136 1.89971 -0.588
C 3.14616 0.95768 2.41267 -0.602
C 2.43489 -0.36354 2.11969 -0.941
C 1.14852 -0.01021 1.35972 -0.129
N 1.05860 1.42529 1.32018 0.303
H 2.51491 5.03852 2.73921 0.246
H 4.19524 6.33125 4.03945 0.414
H 6.62982 5.79456 3.81248 0.399
H 7.35451 3.96891 2.24139 0.403
H 5.65422 2.72394 0.92701 0.424
H 3.74315 4.48500 -1.12286 0.484
H 2.33082 5.80651 -2.67830 0.430
H -0.09635 6.21574 -2.10325 0.422
H -1.01660 5.37068 0.05489 0.566
H 0.50181 4.11385 1.63939 0.650
H 1.84609 2.66943 2.76490 0.369
H 4.08716 0.98988 1.85630 0.245
H 3.37557 1.11720 3.47012 0.408
H 3.03371 -1.02580 1.48915 0.343
H 2.20927 -0.90066 3.04874 0.323
H 1.08891 -0.46331 0.35134 0.372
H 0.30694 -0.40210 1.92946 -0.316
H 0.58938 1.86237 0.53466 0.383
```

Results
Net charge   +1
Gap between HOMO and LUMO   0.22316 Ha

***

Record 2
Entry from the Open Molecules 2025 dataset: a 2-piece molecular cluster, C3H6N4 overall at a distorted geometry (ωB97M-V/def2-TZVPD).

XYZ file:
```
13
Properties=species:S:1:pos:R:3:mulliken_charge:R:1
C 1.76839 0.36819 0.96889 -0.216
C 1.45883 -0.80209 -0.76792 -0.092
C 1.05451 1.14495 0.15512 -0.214
N 1.98289 -0.84160 0.41042 -0.586
N 0.99625 0.42457 -1.03138 -0.060
N -1.73817 -1.09645 0.61285 -0.020
N -1.43787 -0.57852 -0.38328 -0.440
H 1.92262 0.71005 2.00563 0.329
H 1.35361 -1.67308 -1.39976 0.360
H 0.50798 0.63115 -1.82195 0.145
H -1.60922 -2.11079 0.99542 0.229
H -2.51056 -0.60378 1.35163 0.235
H 0.66918 2.16815 0.30079 0.329
```

Results
Net charge   0
Gap between HOMO and LUMO   0.33020 Ha
Relative energy (zero: lowest compared OMol25 entry of this formula, charge and spin)   84.5 kcal per mole

***

Record 3
Entry from the Open Molecules 2025 dataset: a 7-piece molecular cluster, CH16O7 overall at a distorted geometry (ωB97M-V/def2-TZVPD).

XYZ file:
```
24
Properties=species:S:1:pos:R:3:mulliken_charge:R:1
O -0.73882 1.37682 3.06615 -0.327
H -1.23593 2.17013 2.85368 0.433
H -1.28579 0.87802 3.67740 0.467
H -0.56819 0.80920 2.31097 0.307
C -0.01423 -1.24133 0.81236 -0.345
O -0.31519 0.14911 0.69506 -0.670
H 0.69924 -1.32175 1.63246 0.352
H -0.91070 -1.84482 0.95469 0.326
H 0.42066 -1.61832 -0.11330 -0.392
O 2.00151 -2.00376 -2.40597 -0.613
H 2.69003 -2.65620 -2.53436 0.287
H 1.47193 -2.35171 -1.68854 0.281
O 0.21964 2.50731 -0.83290 -0.653
H 0.55549 2.27209 -1.69782 0.323
H 0.19091 1.67941 -0.35332 0.303
O -3.21049 0.35356 -0.02249 -0.688
H -2.36933 -0.00944 0.25482 0.348
H -3.00297 1.23889 -0.32143 0.304
O 2.54884 0.65498 0.86503 -0.682
H 2.77558 0.99673 0.00015 0.313
H 1.63016 0.39744 0.78804 0.366
O -0.78944 -0.55819 -2.76562 -0.636
H -0.40565 -0.64011 -1.89256 0.284
H -0.35726 -1.23809 -3.28251 0.311
```

Results
Net charge   0
Gap between HOMO and LUMO   0.29226 Ha
Relative energy (zero: lowest compared OMol25 entry of this formula, charge and spin)   74.9 kcal per mole